1.
The following is a DFT calculation (ωB97M-V/def2-TZVPD) of a cluster of 4 separate species, C4H4Cl12 in total in a non-equilibrium geometry.

- ΔE to the lowest compared entry with this formula, charge and spin: 0.679 eV
- Highest occupied orbital energy: -0.4048 Ha
- LUMO: 0.420 eV
- M: 477.5 Da
- SMILES: ClC(Cl)Cl.ClC(Cl)Cl.ClC(Cl)Cl.ClC(Cl)Cl
- DFT total energy: -5677.07624 hartree

ORCA input file:
```
! RIJCOSX wB97M-V def2-TZVPD def2/J DEFGRID3
* xyz 0 1
Cl -3.0196 -0.2163 -1.3900
Cl -0.4328 -1.1220 -3.3218
Cl 4.2667 0.5174 2.9645
Cl -3.4804 2.2160 0.2607
H -4.7735 1.4769 -1.4112
C 0.9058 -0.0026 -3.4540
C -4.2418 0.8573 -0.6467
H 1.3671 -0.0098 -4.5373
Cl 4.3883 -2.3340 3.7085
Cl -1.3395 -0.2285 2.7591
Cl 3.9497 -1.5636 0.9172
H -1.3434 0.4214 0.4755
H 2.5923 -1.1193 2.6307
Cl -5.2427 0.0071 0.4829
C 3.6626 -1.1331 2.6478
Cl 0.6199 -0.9625 0.6704
C -0.5201 0.2395 1.2216
Cl 0.1556 1.8986 1.3134
Cl 2.1992 -0.4941 -2.3894
Cl 0.2866 1.5517 -2.9020
*
```

2.
The following is a DFT calculation (ωB97M-V/def2-TZVPD) of a structure of composition C21H38BBeBrClF3KMgNNaO14P3SSi2 in a non-equilibrium geometry.

- Highest occupied orbital energy: -0.4087 Ha
- LUMO: -8.605 eV
- M: 988.3 Da
- DFT total energy: -8267.40621 hartree

ORCA input file:
```
! RIJCOSX wB97M-V def2-TZVPD def2/J DEFGRID3
* xyz 2 1
P -4.1578 5.2712 1.7591
C 1.7737 -0.4690 -1.9603
Si 1.8758 -4.3612 -1.8212
N -3.4251 3.6844 1.3193
C -1.2198 -0.9530 -1.8439
H 0.4566 -6.3404 -2.3608
P -2.3672 3.7829 3.9992
H 2.1594 -6.6630 -2.7170
H -3.3065 7.5063 0.8169
H -1.2938 -0.9126 -2.9342
H 3.8841 -2.9028 -1.9603
O -3.1188 2.7277 -5.5214
H 0.2554 -0.6226 0.9519
H 9.0311 -6.4284 -6.3115
O -5.3818 5.5432 0.5011
O -2.0926 0.9841 3.3679
B -3.2485 1.5169 -6.3645
H 2.7551 -0.7461 -1.5667
O -2.1935 1.0407 1.0930
O -0.0464 1.2110 -5.1585
H 1.2671 -5.1661 0.4416
K 1.2684 -4.3769 -4.6007
H 4.9965 -5.9471 -7.6752
C -3.1228 1.6992 10.0775
C 7.5239 -6.3698 -4.7812
H 1.5034 -1.8784 0.9229
C -2.1941 1.6947 2.1220
C -1.1991 1.7652 8.4506
F -4.4641 2.7757 1.4820
H 7.4140 -6.1456 -8.1630
C -2.2459 3.3167 2.1542
C 5.7061 -6.0624 -6.8629
H -0.8410 2.6165 9.0356
O -3.2800 2.3572 7.7428
H -0.0792 2.1253 0.1167
H 8.2329 -6.4938 -3.9699
H 3.3110 -3.3375 -3.5793
S 0.5022 4.9751 2.4228
O -1.9550 0.8082 -6.2575
C 6.1674 -6.2459 -4.5055
H -3.0663 2.7601 10.3348
H -2.9641 7.2550 2.5820
Mg -3.5288 4.3650 -0.7487
H -0.2079 -2.3345 0.9758
O -1.1710 2.1202 7.0649
H -1.1114 3.8300 -0.8663
H -2.5337 1.1268 10.7962
O -0.9457 4.5536 -0.2120
O 0.6936 -3.1785 -1.8887
C 0.5050 -1.6150 0.5653
H 2.6251 -4.0311 0.5190
Br -6.3372 6.9948 1.4787
H -3.6422 3.3354 4.5271
O 0.3625 2.4774 0.9347
H 4.2280 -4.5103 -2.6144
H -1.3397 3.0269 4.6830
O -2.6674 3.1673 5.7170
H -0.5576 0.9060 8.6456
Be -0.7635 5.6718 6.0989
F -4.3007 0.6921 -5.8772
C 7.9727 -6.3339 -6.0967
C 5.2583 -6.0946 -5.5471
Na 2.6376 5.9128 2.4057
O -1.4820 3.5780 -4.2528
O -2.1405 5.2672 4.3156
C 1.3705 -5.9069 -2.7743
H 2.8977 -5.7000 -0.0032
C 7.0637 -6.1772 -7.1377
H 1.8176 -0.5085 -3.0518
H -2.0324 -1.5772 -1.4654
H -1.8840 6.4380 1.3649
Si 0.4447 -1.6255 -1.3114
C -2.9631 6.7135 1.5713
H -1.3604 0.0592 -1.4560
H -5.1890 4.8234 -0.2323
H 1.5663 0.5613 -1.6619
C -2.3943 2.5914 6.7631
H -2.8895 0.4340 8.3549
H 5.8182 -6.2687 -3.4785
C -1.9090 2.7194 -4.9970
C 3.4796 -3.7163 -2.5649
F -3.4959 1.8834 -7.7111
H -4.1708 1.4094 10.1787
P -0.5989 3.8367 1.3211
C -2.6482 1.4562 8.6626
H 4.1983 -6.0017 -5.3324
C -1.1776 1.5171 -5.4566
C 2.1974 -4.8625 -0.0453
Cl -3.7144 -0.3404 2.8844
H 1.1995 -5.6802 -3.8227
*
```

3.
The following is a DFT calculation (ωB97M-V/def2-TZVPD) of a structure of composition C8H20CoN4SSi in a non-equilibrium geometry.

- ⟨S²⟩: 3.76
- ΔE to the lowest compared entry with this formula, charge and spin: 0.120 eV
- Highest occupied orbital energy (alpha / beta): -0.2407 / -0.3004 Ha
- LUMO (alpha / beta): 0.224 / 0.213 eV
- M: 291.4 Da
- DFT total energy: -2606.19198 hartree

ORCA input file:
```
! RIJCOSX wB97M-V def2-TZVPD def2/J DEFGRID3
* xyz 0 4
H 1.6256 -3.3222 -12.3667
H -2.4140 -2.7240 -11.3589
H -1.5680 -8.1688 -13.3925
N 0.1902 -5.7970 -11.5714
N 0.1504 -5.8509 -10.0840
H 0.5807 -2.7097 -15.2827
Si -0.8096 -2.9754 -13.2515
H -1.7583 -1.1270 -11.8275
C -2.1976 -7.8042 -12.5307
H 0.3253 -1.0505 -14.4865
H 0.8914 -1.7493 -12.1369
C -2.1111 -2.0972 -12.2249
N 0.7954 -5.2525 -8.0204
H 2.9421 -5.0003 -10.3740
C 0.7002 -2.8566 -12.0471
H -2.0126 -8.3250 -11.5567
H 0.2842 -3.0952 -11.0483
H 0.7398 -6.5539 -11.9233
H -3.2775 -7.8869 -12.7656
C -0.9560 -5.4952 -9.3987
H -1.1682 -5.0254 -7.3281
H -0.9462 -1.8829 -15.5243
H -3.0168 -1.7879 -12.7666
S -2.5030 -5.3782 -10.0164
C 1.2435 -5.5802 -9.2166
C -1.2875 -4.7217 -13.7606
H 3.2734 -5.3963 -8.6667
C 2.6639 -5.6592 -9.5709
Co -1.5799 -5.9230 -12.2172
N -0.5648 -5.1718 -8.1344
C -0.1616 -2.0455 -14.7529
H 2.8714 -6.7135 -9.8202
H -2.1808 -4.6220 -14.4054
H 0.5960 -4.8749 -11.8304
H -0.5054 -5.1451 -14.4271
*
```

4.
The following is a DFT calculation (ωB97M-V/def2-TZVPD) of a structure of composition C44H43BrF6N3O2P2SSbSn in a non-equilibrium geometry.

- ⟨S²⟩: 0.76
- ΔE to the lowest compared entry with this formula, charge and spin: 0.000 eV
- Highest occupied orbital energy (alpha / beta): -0.3917 / -0.3944 Ha
- LUMO (alpha / beta): -3.418 / -4.593 eV
- M: 1174.2 Da
- DFT total energy: -6725.76879 hartree

ORCA input file:
```
! RIJCOSX wB97M-V def2-TZVPD def2/J DEFGRID3
* xyz 1 2
H 1.2777 -3.4042 -4.5224
H 0.1293 3.8572 2.3060
H 2.2801 4.6190 3.1572
H 2.3699 0.9051 3.9067
C -0.4747 -4.9475 -7.1196
C 2.0894 -5.4322 2.0720
P 0.4364 0.2645 1.6682
C -3.1693 0.2888 2.3038
H 2.4983 -0.0074 6.2072
H 1.6740 -3.3919 -1.6786
F -0.2608 2.5658 -2.3701
H 0.0848 -5.8290 -1.6798
H -3.6819 1.1570 -0.9480
H 5.5190 1.2951 -0.6250
C 0.2367 -5.3070 -8.2564
H 1.2022 2.5806 2.9550
F -1.9837 0.7935 -3.2407
Br 1.5585 0.3460 -4.4483
H 3.0247 -0.9881 2.0278
C 0.6387 -0.2873 3.3759
C 1.6355 0.1717 4.2590
C 0.9895 -1.5277 -6.4757
C 1.3293 -3.1506 -8.2783
C 0.6986 -2.8335 -7.0838
C -3.1744 4.2452 1.2529
C 0.1678 2.8622 2.7867
C 1.8942 -4.0291 2.1326
H 0.1135 -6.3195 -8.6391
C -0.1249 -1.8472 5.0468
S 0.5438 5.4298 4.6659
C 3.1902 -0.1660 1.3386
H -0.8075 -3.4049 -5.6567
F -0.6799 2.3056 -5.0016
C -4.2644 -0.5354 2.4656
C 4.4194 0.0632 0.7213
H 1.6420 -7.2305 1.0021
C 2.1124 0.7004 1.1009
O 0.2584 -6.3216 -0.8661
C -1.0109 4.5802 0.1475
H -0.7637 1.9200 4.4856
H 2.4093 -3.4490 2.8893
H 2.0033 -2.4536 -8.7766
F -2.8366 2.9546 -1.9853
H -1.1622 -5.6709 -6.6473
C -0.2421 -3.4625 -0.9711
C -2.4432 6.4263 0.6599
F -1.4268 4.5547 -3.6731
N 0.7454 -3.4427 -2.0926
C -0.2347 -3.7204 -6.5245
H 1.4825 2.4449 0.0576
H -0.6118 3.8743 6.0104
H -2.6157 7.5235 0.6587
C -0.6259 2.9175 4.0706
H -1.0806 -4.0827 -1.2826
C 3.5154 1.9979 -0.3833
C -0.2247 -1.2976 3.7674
C -3.4139 5.5893 1.1668
N -0.3570 1.7954 1.9079
H -0.7169 -2.7111 5.3255
C 0.9616 -2.4165 -4.1676
H -6.0543 -1.3082 1.5766
N 0.6024 -2.2884 -2.9413
C 1.1086 -4.4122 -8.8346
H 2.7316 -5.8947 2.7799
O -0.7554 -2.2021 -0.6111
H 1.0125 -2.3176 1.2193
C -4.9596 -0.0778 0.2074
H -4.3893 5.9718 1.4518
C 1.4880 -6.1832 1.0943
H 3.6572 2.8408 -1.0498
H 1.1701 -0.7062 -7.1588
H -2.3749 0.3770 3.0406
H 0.9260 -1.8026 6.8965
C 0.0504 3.7494 5.1482
C 0.4987 -4.1341 0.1658
C 2.2333 5.1667 4.0918
H 5.2614 -0.5847 0.9079
C 0.8456 -1.3566 5.9197
F -3.2912 2.6258 -4.6548
C 2.2962 1.7656 0.2267
C 1.1275 -3.4035 1.1931
H -1.6010 3.3217 3.8527
C 0.7180 -5.5220 0.1340
C 1.7282 -0.3646 5.5226
C -5.1947 -0.6558 1.4512
H 0.9516 3.2336 5.5006
H -5.6493 -0.2765 -0.6172
Sn -0.2143 -0.6114 -1.6822
C -1.2802 5.9226 0.1084
H -0.8808 -1.7381 3.0185
H -3.9179 3.5883 1.7243
C 1.0458 -1.3174 -5.1418
C -3.0293 0.9966 1.1110
H 2.8722 4.6911 4.8526
Sb -1.7937 2.7246 -3.5389
H -0.1130 4.1521 -0.3099
C 4.5749 1.1436 -0.1252
H -0.6022 6.6093 -0.3670
C -3.8825 0.7418 0.0233
H -4.3965 -1.0439 3.4016
H 2.6027 6.1738 3.9564
H 1.6608 -4.7318 -9.7339
P -1.5902 2.0315 0.8842
C -1.9371 3.7446 0.7999
*
```